# 1
The following is a quantum chemistry calculation of C10H17CeCl2N as an isolated structure at a distorted geometry, from OMol25.

Cartesian coordinates (Å):
Ce  0.741  -0.418  0.407
Cl  0.416  -2.903  -0.127
Cl  1.685  1.917  1.089
C  2.156  -0.271  -1.194
H  2.873  0.556  -1.133
H  2.487  -1.217  -1.642
C  -0.398  0.590  -1.279
C  0.816  0.266  -2.000
H  -0.240  1.453  -0.587
C  0.637  -0.614  -3.291
H  1.151  1.242  -2.387
C  -0.543  -0.153  -4.145
H  1.586  -0.525  -3.829
H  0.543  -1.663  -2.996
C  -1.819  -0.074  -3.332
H  -0.315  0.845  -4.542
H  -0.648  -0.849  -4.986
C  -1.681  0.788  -2.064
H  -2.637  0.319  -3.942
H  -2.093  -1.094  -3.059
H  -1.743  1.845  -2.371
H  -2.567  0.647  -1.436
C  -0.696  -0.381  6.168
C  0.457  0.294  5.408
C  0.473  -0.026  3.991
N  0.499  -0.296  2.859
H  -1.657  0.025  5.843
H  -0.605  -0.213  7.241
H  -0.693  -1.460  5.995
H  0.391  1.390  5.507
H  1.426  -0.018  5.833

## Properties
total charge: -1
total energy: -1841.5322 a.u.
2S+1: 2
energy above the lowest of the compared OMol25 structures with the same formula, charge and spin: 0.0 kcal per mole
orbital gap (alpha / beta): 4.5 / 4.7 eV

---

# 2
The following is a quantum chemistry calculation of C10H17Cl2NO4Pd as an isolated structure at a distorted geometry, from OMol25.

Cartesian coordinates (Å):
C  1.760  -0.353  -1.832
C  2.160  -1.403  -0.965
C  2.577  -0.828  0.280
C  1.936  -2.822  -1.162
C  2.521  0.578  0.140
C  2.020  0.883  -1.161
C  1.817  2.223  -1.712
C  1.068  -0.535  -3.109
C  2.968  -1.588  1.489
C  2.896  1.564  1.175
Pd  -1.114  -0.144  0.185
Cl  -0.054  -2.682  0.632
Cl  -2.328  -1.620  -1.059
O  -0.198  1.429  1.028
H  1.644  -3.064  -2.181
H  1.004  -3.100  -0.452
H  2.780  -3.437  -0.829
H  2.199  -2.337  1.737
H  3.079  -0.917  2.349
H  3.921  -2.109  1.321
H  2.813  1.135  2.188
H  2.263  2.463  1.122
H  3.949  1.868  1.029
H  1.787  2.971  -0.915
H  0.868  2.263  -2.254
H  2.623  2.502  -2.407
H  0.302  -1.308  -3.026
H  1.762  -0.828  -3.898
H  0.566  0.382  -3.410
H  -0.570  1.430  1.931
O  -1.042  1.016  -1.515
H  -1.359  1.818  -1.066
O  -1.716  -2.307  3.698
N  -1.930  -1.578  2.744
O  -0.997  -0.811  2.308

## Properties
total charge: -2
total energy: -1794.9770 a.u.
2S+1: 5
orbital gap (alpha / beta): 4.7 / 5.0 eV

---

# 3
The following is a quantum chemistry calculation of C10H17Cl2NTi as an isolated structure at a distorted geometry, from OMol25.

Cartesian coordinates (Å):
Ti  -0.180  0.186  1.190
Cl  -2.066  -0.426  2.230
Cl  1.127  0.174  3.079
C  -0.113  2.080  0.880
H  -0.292  2.735  0.019
H  0.292  2.654  1.734
C  -1.095  -1.062  -0.633
C  -0.797  0.227  -1.032
H  -0.281  -1.796  -0.535
C  -1.872  1.194  -1.461
H  0.247  0.497  -1.270
C  -3.209  0.828  -0.805
H  -1.593  2.220  -1.211
H  -2.002  1.135  -2.555
C  -3.566  -0.625  -1.116
H  -3.133  0.971  0.282
H  -3.997  1.486  -1.189
C  -2.499  -1.621  -0.624
H  -4.530  -0.865  -0.652
H  -3.683  -0.737  -2.204
H  -2.768  -1.925  0.399
H  -2.563  -2.531  -1.236
C  4.973  -0.942  1.384
C  4.327  -0.146  0.228
C  2.876  -0.204  0.296
N  1.727  -0.444  0.339
H  4.681  -0.501  2.340
H  6.067  -0.951  1.326
H  4.619  -1.974  1.320
H  4.668  0.907  0.234
H  4.638  -0.544  -0.757

## Properties
total energy: -2215.8305 a.u.
energy above the lowest of the compared OMol25 structures with the same formula, charge and spin: 1.6 kcal per mole
orbital gap (alpha / beta): 6.7 / 6.6 eV

---

# 4
The following is a quantum chemistry calculation of an isolated ion of composition C10H17ClN3 and charge +1 at a distorted geometry, from OMol25.

Cartesian coordinates (Å):
C  -2.603  -1.976  2.591
C  -1.347  -1.662  1.848
C  2.063  0.747  0.056
C  0.080  1.257  -1.365
C  1.219  -0.236  0.886
C  -0.713  0.148  -0.660
C  -3.731  0.061  2.236
C  1.585  0.933  -1.436
C  -0.258  0.235  0.757
C  1.958  -0.274  -2.367
N  -3.568  -1.260  2.813
N  -2.587  0.907  2.320
N  -1.152  -0.474  1.558
Cl  -2.254  1.445  3.860
H  -2.533  -2.888  3.183
H  -0.613  -2.514  1.764
H  1.983  1.657  0.571
H  3.073  0.441  0.168
H  -0.399  1.303  -2.346
H  -0.148  2.187  -0.815
H  1.417  -1.269  0.387
H  1.592  -0.371  1.927
H  -1.899  0.201  -0.683
H  -0.421  -0.771  -1.083
H  -3.859  0.074  1.073
H  -4.576  0.356  2.907
H  2.267  1.760  -1.615
H  -0.379  1.304  1.093
H  2.032  -0.033  -3.410
H  1.127  -1.036  -2.331
H  2.877  -0.780  -2.122

## Properties
total charge: +1
total energy: -1015.1980 a.u.
2S+1: 3
energy above the lowest of the compared OMol25 structures with the same formula, charge and spin: 56.9 kcal per mole
orbital gap (alpha / beta): 8.6 / 6.2 eV

---

# 5
The following is a quantum chemistry calculation of C10H17FeNO as an isolated structure at a distorted geometry, from OMol25.

Cartesian coordinates (Å):
C  0.145  -1.997  -2.071
C  -0.924  -1.108  -2.431
C  -1.782  -0.957  -1.291
C  -1.248  -1.755  -0.221
C  -0.054  -2.398  -0.699
Fe  0.281  -0.268  -0.823
N  2.009  -0.511  -0.609
C  2.114  0.804  -1.420
C  0.789  1.207  -1.985
H  -2.711  -0.393  -1.262
H  -1.084  -0.656  -3.408
H  -1.714  -1.926  0.745
H  0.540  -3.115  -0.139
H  0.931  -2.352  -2.734
H  0.713  1.021  -3.063
H  2.579  1.604  -0.813
H  2.741  -0.562  0.089
H  0.467  2.200  -1.661
H  2.815  0.587  -2.249
C  0.436  0.370  2.841
C  -0.715  0.613  1.882
C  -1.563  1.799  2.309
O  -0.262  0.835  0.579
H  1.010  1.294  2.978
H  1.113  -0.410  2.480
H  0.048  0.060  3.818
H  -1.356  -0.287  1.903
H  -0.925  2.676  2.468
H  -2.302  2.046  1.543
H  -2.090  1.581  3.243

## Properties
total charge: -1
total energy: -1784.8192 a.u.
2S+1: 6
energy above the lowest of the compared OMol25 structures with the same formula, charge and spin: 0.0 kcal per mole
orbital gap (alpha / beta): 5.7 / 7.1 eV

---

# 6
The following is a quantum chemistry calculation of C10H17MnNO as an isolated structure at a distorted geometry, from OMol25.

Cartesian coordinates (Å):
C  2.305  -0.672  -1.469
C  1.993  0.696  -1.831
C  0.600  0.752  -2.185
C  0.055  -0.572  -2.079
C  1.099  -1.457  -1.639
Mn  0.859  0.054  -0.159
N  1.405  -1.122  1.089
C  1.932  0.205  1.718
C  1.847  1.415  0.799
H  0.069  1.632  -2.550
H  2.692  1.527  -1.861
H  -0.953  -0.875  -2.366
H  1.000  -2.535  -1.507
H  3.283  -1.048  -1.182
H  2.819  1.716  0.392
H  1.451  0.419  2.693
H  1.051  -1.758  1.803
H  1.218  2.219  1.196
H  3.000  0.034  1.937
C  -2.335  -1.183  1.244
C  -2.048  -0.055  0.268
C  -3.107  1.037  0.341
O  -0.796  0.517  0.524
H  -2.464  -0.776  2.255
H  -1.524  -1.919  1.265
H  -3.260  -1.698  0.962
H  -2.070  -0.483  -0.752
H  -3.221  1.375  1.378
H  -2.828  1.896  -0.275
H  -4.073  0.660  -0.007

## Properties
total charge: -1
total energy: -1672.1086 a.u.
2S+1: 5
energy above the lowest of the compared OMol25 structures with the same formula, charge and spin: 0.0 kcal per mole
orbital gap (alpha / beta): 4.8 / 6.8 eV

---

# 7
The following is a quantum chemistry calculation of C10H17N as an isolated structure at a distorted geometry, from OMol25.

Cartesian coordinates (Å):
C  -2.465  -0.229  1.247
C  -2.878  1.084  1.110
C  -3.289  1.552  -0.146
C  -3.199  0.613  -1.154
C  -2.540  -0.635  -1.011
C  3.859  1.366  -0.166
C  3.234  -0.012  0.087
C  1.691  0.009  0.032
C  1.082  -1.359  0.095
C  -0.468  -1.393  0.002
H  -2.293  -0.758  2.207
H  -2.943  1.674  1.965
H  -3.732  2.489  -0.327
H  -3.443  0.947  -2.172
H  -2.383  -1.309  -1.844
H  3.720  1.735  -1.196
H  3.382  2.155  0.514
H  4.928  1.420  0.021
H  3.524  -0.395  1.080
H  3.599  -0.726  -0.665
H  1.301  0.687  0.836
H  1.441  0.453  -0.934
H  1.333  -1.894  1.053
H  1.515  -1.994  -0.706
H  -0.844  -1.036  -0.975
H  -0.799  -2.447  0.013
H  -1.002  -0.863  0.816
N  -2.330  -1.134  0.219

## Properties
total energy: -445.7885 a.u.
energy above the lowest of the compared OMol25 structures with the same formula, charge and spin: 149.8 kcal per mole
orbital gap: 8.3 eV

---

# 8
The following is a quantum chemistry calculation of a 2-piece molecular cluster, C10H17N overall at a distorted geometry, from OMol25.

Cartesian coordinates (Å):
C  0.248  -1.884  1.568
C  -0.991  -1.925  0.666
C  0.057  -2.835  2.757
C  0.482  -0.455  2.101
C  1.468  -2.313  0.751
C  -1.531  1.804  -1.541
C  -0.930  2.878  -2.244
C  0.442  2.943  -2.176
C  1.010  1.913  -1.468
C  0.331  0.837  -0.959
H  -1.146  -2.931  0.255
H  -1.877  -1.633  1.222
H  -0.875  -1.227  -0.159
H  0.937  -2.809  3.404
H  -0.817  -2.581  3.363
H  -0.072  -3.857  2.385
H  1.372  -0.422  2.744
H  -0.361  -0.101  2.707
H  0.614  0.275  1.289
H  1.591  -1.694  -0.143
H  2.393  -2.237  1.346
H  1.358  -3.357  0.422
H  -2.590  1.900  -1.409
H  -1.391  3.635  -2.825
H  0.964  3.896  -2.463
H  1.955  2.053  -1.227
H  1.020  -0.011  -0.635
N  -0.941  0.759  -1.002

## Properties
structure (SMILES): CC(C)(C)C.c1ccncc1
total energy: -445.9438 a.u.
energy above the lowest of the compared OMol25 structures with the same formula, charge and spin: 52.4 kcal per mole
orbital gap: 10.4 eV